--- i ---
{"formula": "C3H11N5O", "method": "ωB97M-V/def2-TZVPD", "elements": ["C", "C", "N", "O", "N", "H", "H", "H", "H", "H", "H", "N", "N", "C", "N", "H", "H", "H", "H", "H"], "positions_angstrom": [[-1.051, 1.388, -1.125], [-0.836, 0.548, 0.125], [-1.282, 1.249, 1.280], [-0.921, -1.451, -1.040], [-1.343, -0.753, 0.190], [-1.721, -1.920, -1.295], [-0.629, 1.946, 1.607], [-1.594, 0.619, 2.006], [-0.868, 0.814, -2.031], [-0.351, 2.228, -1.145], [-2.080, 1.741, -1.129], [1.666, 0.049, -0.887], [1.626, -1.808, 0.997], [0.946, -0.679, 1.169], [0.962, 0.341, 0.302], [2.431, 0.668, -1.126], [1.091, 0.099, -1.726], [2.026, -1.964, 0.080], [1.495, -2.570, 1.639], [0.434, -0.544, 2.107]], "nbo_charge": [-0.6710, 0.4448, -0.8484, -0.6819, -0.4837, 0.4660, 0.3702, 0.3780, 0.2173, 0.2039, 0.2432, -0.7139, -0.7486, 0.4260, -0.3793, 0.3577, 0.3719, 0.4305, 0.4073, 0.2099], "homo_lumo_gap_ev": 7.4, "charge": 0, "lumo_ev": 0.8, "e_homo_ev": -6.6}

---

--- ii ---
{"formula": "C3H11N5O", "method": "ωB97M-V/def2-TZVPD", "elements": ["N", "N", "C", "N", "O", "H", "H", "H", "H", "H", "C", "N", "N", "C", "H", "H", "H", "H", "H", "H"], "positions_angstrom": [[-2.110, -0.338, 1.319], [-0.837, -0.903, 1.249], [0.400, -0.236, 1.427], [0.271, 1.098, 1.767], [1.400, -0.879, 1.745], [-2.324, 0.588, 1.706], [-2.839, -0.806, 1.867], [-0.745, -1.912, 1.150], [-0.654, 1.486, 1.643], [1.145, 1.600, 1.686], [-1.336, 0.191, -1.850], [-0.199, -0.411, -1.860], [0.870, 0.288, -1.183], [2.179, -0.338, -1.360], [-2.158, -0.208, -2.457], [-1.589, 1.015, -1.165], [0.951, 1.253, -1.507], [2.952, 0.277, -0.888], [2.436, -0.451, -2.418], [2.187, -1.316, -0.872]], "nbo_charge": [-0.7045, -0.5017, 0.7893, -0.8576, -0.6634, 0.3607, 0.3679, 0.4109, 0.3774, 0.4109, -0.1261, -0.2423, -0.4938, -0.4150, 0.1865, 0.1560, 0.3489, 0.2025, 0.1752, 0.2181], "homo_lumo_gap_ev": 8.8, "charge": 0, "smiles": "NNC(N)=O.C=NNC", "lumo_ev": 0.8, "e_homo_ev": -8.1}

---

Which is most stable, and by how much? ii, by 0.0424 hartree.

---

--- i ---
{"formula": "C4H11BrNO", "method": "ωB97M-V/def2-TZVPD", "elements": ["C", "C", "C", "Br", "C", "N", "O", "H", "H", "H", "H", "H", "H", "H", "H", "H", "H", "H"], "positions_angstrom": [[-0.259, -0.913, 1.456], [0.611, -0.722, 0.133], [-0.105, -1.290, -1.086], [2.480, -1.402, 0.406], [0.939, 0.927, -0.077], [-0.429, 1.610, -0.177], [1.613, 1.200, -1.140], [0.268, -0.601, 2.363], [-1.144, -0.408, 1.274], [-0.378, -2.044, 1.700], [0.451, -0.773, -1.801], [0.070, -2.426, -1.116], [-1.100, -1.065, -1.094], [1.552, 1.294, 0.719], [-0.607, 1.723, -1.131], [-1.135, 1.086, 0.383], [-0.464, 2.513, 0.273], [2.501, 1.644, -1.012]], "nbo_charge": [-0.6604, -0.0063, -0.6823, 0.0481, 0.2358, -0.7082, -0.7012, 0.2439, 0.1695, 0.2722, 0.2294, 0.2679, 0.2112, 0.2071, 0.4487, 0.4460, 0.4433, 0.5352], "homo_lumo_gap_ev": 10.2, "charge": 1, "smiles": "CC(C)(Br)[C@H]([NH3+])O", "lumo_ev": -3.7, "e_homo_ev": -13.9}

---

--- ii ---
{"formula": "C4H11BrNO", "method": "ωB97M-V/def2-TZVPD", "elements": ["C", "C", "C", "C", "N", "O", "Br", "H", "H", "H", "H", "H", "H", "H", "H", "H", "H", "H"], "positions_angstrom": [[0.780, -1.334, -1.410], [-0.022, -0.951, 0.955], [1.068, -0.703, -0.065], [-1.578, 0.644, 0.412], [-0.846, 1.881, 0.377], [1.409, 0.634, -0.244], [-2.742, 0.595, 1.888], [-0.181, -1.728, -1.558], [1.451, -2.190, -1.477], [1.014, -0.793, -2.286], [0.241, -0.774, 1.975], [-0.731, -1.830, 0.713], [1.996, -1.210, 0.358], [-2.125, 0.388, -0.522], [0.010, 1.687, -0.069], [-1.394, 2.708, 0.102], [-0.588, 2.259, 1.407], [2.236, 0.719, -0.556]], "nbo_charge": [-0.6613, -0.2199, 0.0123, -0.2312, -0.7498, -0.7408, 0.1119, 0.2207, 0.2366, 0.2363, 0.2159, 0.2508, 0.2036, 0.2474, 0.4768, 0.4390, 0.4545, 0.4972], "homo_lumo_gap_ev": [9.4, 9.4], "charge": 1, "lumo_ev": [-3.9, -3.9], "e_homo_ev": [-13.3, -13.3]}

---

Which is most stable, and by how much? i, by 0.0701 hartree.

---

--- i ---
{"formula": "C6H11NO2S", "method": "ωB97M-V/def2-TZVPD", "elements": ["C", "C", "C", "C", "C", "C", "N", "O", "O", "S", "H", "H", "H", "H", "H", "H", "H", "H", "H", "H", "H"], "positions_angstrom": [[-1.917, -1.426, -1.599], [-0.718, -1.955, -1.463], [-1.124, 0.025, 1.270], [1.191, 0.971, 1.629], [-0.093, 1.450, -0.480], [-0.192, 1.205, 1.027], [-0.549, -1.187, 1.094], [-2.261, 0.139, 1.657], [2.043, -1.566, -0.833], [0.061, -2.181, 0.140], [-2.382, -1.308, -2.564], [-2.484, -1.084, -0.748], [-0.098, -2.315, -2.265], [1.775, 1.887, 1.573], [1.713, 0.195, 1.074], [1.112, 0.670, 2.672], [-1.081, 1.494, -0.935], [0.486, 0.659, -0.954], [0.410, 2.397, -0.661], [-0.673, 2.065, 1.506], [2.593, -2.330, -0.654]], "nbo_charge": [-0.3222, -0.4346, 0.6780, -0.6135, -0.6072, -0.3039, -0.7948, -0.5566, -0.9824, 1.2569, 0.2214, 0.2248, 0.2524, 0.2147, 0.2336, 0.2116, 0.2088, 0.2227, 0.2204, 0.2251, 0.4450], "homo_lumo_gap_ev": [8.3, 8.3], "charge": 0, "lumo_ev": [-1.3, -1.3], "e_homo_ev": [-9.6, -9.6]}

---

--- ii ---
{"formula": "C6H11NO2S", "method": "ωB97M-V/def2-TZVPD", "elements": ["O", "N", "O", "C", "C", "C", "C", "C", "C", "S", "H", "H", "H", "H", "H", "H", "H", "H", "H", "H", "H"], "positions_angstrom": [[-2.162, 1.607, 1.191], [-1.981, 1.230, 0.029], [-3.137, 0.768, -0.759], [-0.880, 1.038, -0.620], [0.461, 1.419, -0.063], [1.658, 0.504, -0.497], [1.829, -0.722, 0.462], [0.781, -1.879, 0.117], [-0.555, -1.621, 0.634], [-1.966, -1.893, -0.249], [-3.838, 1.277, -0.332], [-1.117, 0.612, -1.564], [0.383, 1.479, 0.977], [0.594, 2.475, -0.393], [2.610, 1.048, -0.533], [1.406, 0.042, -1.424], [2.821, -1.051, 0.309], [1.765, -0.370, 1.439], [0.889, -1.914, -0.976], [1.213, -2.751, 0.653], [-0.771, -1.302, 1.598]], "nbo_charge": [-0.5072, 0.3464, -0.5685, -0.0197, -0.4624, -0.3867, -0.3701, -0.5039, -0.2141, 0.0168, 0.4827, 0.2262, 0.2333, 0.2344, 0.2178, 0.1971, 0.2069, 0.1958, 0.2285, 0.2490, 0.1979], "homo_lumo_gap_ev": 8.3, "charge": 0, "smiles": "[O-]/[N+](O)=C\\CCCCC=S", "lumo_ev": -0.2, "e_homo_ev": -8.5}

---

Which is most stable, and by how much? i, by 0.0469 hartree.

---

--- i ---
{"formula": "C4H6N2O", "method": "ωB97M-V/def2-TZVPD", "elements": ["C", "C", "C", "C", "N", "N", "O", "H", "H", "H", "H", "H", "H"], "positions_angstrom": [[1.789, -0.691, -0.224], [1.701, 0.593, 0.210], [0.457, -1.033, -0.558], [0.396, 0.948, 0.317], [-0.395, -0.033, -0.218], [-2.742, -0.011, 0.205], [-1.626, 0.077, -0.738], [2.812, -1.105, -0.358], [2.547, 1.253, 0.413], [0.033, -1.828, -1.104], [0.108, 1.991, 0.518], [-2.568, 0.785, 0.849], [-2.513, -0.947, 0.688]], "nbo_charge": [-0.2537, -0.2871, -0.0435, -0.0197, -0.1978, -0.4883, -0.2500, 0.2365, 0.2241, 0.2011, 0.2044, 0.3361, 0.3378], "multiplicity": 3, "homo_lumo_gap_ev": [5.4, 7.6], "charge": 0, "s_squared": 2.01, "lumo_ev": [1.0, -1.6], "e_homo_ev": [-4.4, -9.2]}

---

--- ii ---
{"formula": "C4H6N2O", "method": "ωB97M-V/def2-TZVPD", "elements": ["C", "C", "C", "C", "N", "N", "O", "H", "H", "H", "H", "H", "H"], "positions_angstrom": [[1.558, -0.340, 0.058], [0.802, 0.661, -0.484], [0.793, -0.840, 1.227], [-0.311, 0.968, 0.414], [-1.977, -0.256, -1.591], [-2.036, 0.778, -0.985], [-0.392, -0.057, 1.276], [2.285, -1.017, -0.359], [1.029, 1.300, -1.397], [0.545, -1.927, 1.083], [1.353, -0.773, 2.224], [-0.846, 1.957, 0.782], [-2.802, -0.455, -2.249]], "nbo_charge": [-0.2817, -0.3091, -0.1009, 0.1240, -0.3196, 0.0229, -0.4978, 0.2139, 0.2238, 0.1879, 0.1822, 0.2203, 0.3343], "multiplicity": 3, "homo_lumo_gap_ev": [6.3, 9.0], "charge": 0, "s_squared": 2.03, "lumo_ev": [0.8, -0.5], "e_homo_ev": [-5.6, -9.5]}

---

Which is most stable, and by how much? ii, by 0.0972 hartree.

---

--- i ---
{"formula": "C5H6BNO2S", "method": "ωB97M-V/def2-TZVPD", "elements": ["B", "C", "C", "C", "C", "C", "N", "O", "O", "S", "H", "H", "H", "H", "H", "H"], "positions_angstrom": [[-0.508, -1.974, -0.634], [1.181, 1.455, 1.106], [0.411, 2.337, 0.449], [-0.907, 0.681, -0.681], [-0.342, -0.445, -0.199], [1.023, -0.009, 1.106], [-0.682, 1.980, -0.330], [0.069, -2.922, 0.194], [-1.308, -2.408, -1.668], [2.001, -1.084, 1.860], [1.942, 1.959, 1.567], [0.593, 3.326, 0.395], [-1.666, 0.415, -1.494], [-0.914, 2.717, -0.993], [0.768, -2.691, 0.818], [-1.661, -3.336, -1.495]], "nbo_charge": [1.0892, -0.3614, 0.0828, -0.0059, -0.3687, -0.0968, -0.5481, -0.9201, -0.9058, -0.0431, 0.2217, 0.1974, 0.2320, 0.4072, 0.5115, 0.5080], "homo_lumo_gap_ev": 8.1, "charge": 0, "lumo_ev": -0.3, "e_homo_ev": -8.4}

---

--- ii ---
{"formula": "C5H6BNO2S", "method": "ωB97M-V/def2-TZVPD", "elements": ["B", "C", "C", "C", "C", "C", "N", "O", "O", "S", "H", "H", "H", "H", "H", "H"], "positions_angstrom": [[-1.365, 1.147, -0.054], [0.372, -1.486, 0.831], [1.577, -0.705, 0.737], [1.057, 0.594, -1.236], [-0.119, 1.022, -0.908], [-0.579, -1.665, -0.021], [2.002, -0.193, -0.369], [-2.615, 0.646, -0.241], [-1.208, 1.978, 0.982], [-1.829, -1.858, -0.948], [0.310, -1.882, 1.833], [2.397, -0.790, 1.514], [1.584, 0.804, -2.190], [2.912, 0.159, -0.453], [-2.495, 0.148, -1.040], [-2.001, 2.083, 1.563]], "nbo_charge": [0.9392, -0.4975, 0.0865, -0.1774, -0.2558, -0.0188, -0.5348, -0.8749, -0.8788, 0.1664, 0.2718, 0.2031, 0.2010, 0.3978, 0.4784, 0.4937], "homo_lumo_gap_ev": [5.7, 7.8], "charge": 0, "lumo_ev": [-0.8, -0.3], "e_homo_ev": [-6.5, -8.1]}

---

Which is most stable, and by how much? i, by 0.1262 hartree.